Here is a structure of composition C38H31BeN3P from OMol25. Energies are from wB97M-V/def2-TZVPD.

Last column: Löwdin charge in e.
Positions of all 74 atoms, in Å:
Be (0.367, 0.219, -0.426)  0.11
C (-1.296, 3.815, 0.907)  -0.07
C (-0.437, 4.009, 1.977)  -0.07
C (0.551, 3.072, 2.229)  -0.03
C (0.664, 1.962, 1.396)  -0.21
C (-0.174, 1.740, 0.283)  -0.13
C (-1.165, 2.702, 0.082)  -0.09
C (1.654, 0.900, 1.639)  -0.20
C (2.569, 0.882, 2.720)  0.02
C (3.434, -0.159, 2.842)  0.02
C (3.440, -1.200, 1.885)  -0.14
C (4.338, -2.290, 1.944)  -0.02
C (4.320, -3.251, 0.975)  -0.06
C (3.409, -3.153, -0.096)  -0.05
C (2.525, -2.113, -0.176)  -0.01
C (2.515, -1.122, 0.826)  -0.16
N (1.626, -0.083, 0.749)  0.09
H (-2.080, 4.537, 0.713)  0.11
H (-0.541, 4.877, 2.613)  0.11
H (1.217, 3.215, 3.071)  0.10
H (-1.876, 2.607, -0.731)  0.08
H (2.568, 1.688, 3.437)  0.11
H (4.134, -0.193, 3.668)  0.13
H (5.041, -2.345, 2.766)  0.12
H (5.011, -4.082, 1.021)  0.11
H (3.404, -3.912, -0.868)  0.11
H (1.841, -2.040, -1.005)  0.08
N (-1.181, -0.572, 1.975)  0.08
C (-2.289, -1.388, 1.604)  -0.31
C (-3.255, -1.761, 2.538)  -0.02
C (-4.294, -2.602, 2.191)  -0.06
C (-4.386, -3.088, 0.892)  -0.06
C (-3.440, -2.714, -0.041)  -0.08
C (-2.387, -1.856, 0.294)  -0.28
P (-1.185, -1.395, -1.000)  1.16
C (-0.591, -3.030, -1.546)  -0.36
C (-0.359, -4.011, -0.583)  -0.09
C (0.166, -5.241, -0.945)  -0.07
C (0.467, -5.507, -2.273)  -0.07
C (0.236, -4.540, -3.240)  -0.07
C (-0.293, -3.309, -2.879)  -0.10
C (-2.174, -0.774, -2.392)  -0.35
C (-3.018, -1.583, -3.159)  -0.09
C (-3.768, -1.036, -4.186)  -0.06
C (-3.682, 0.323, -4.465)  -0.06
C (-2.833, 1.130, -3.726)  -0.06
C (-2.080, 0.580, -2.697)  -0.11
H (-0.819, -0.853, 2.879)  0.10
H (-1.433, 0.409, 2.034)  0.09
H (-3.174, -1.384, 3.550)  0.12
H (-5.032, -2.883, 2.930)  0.11
H (-5.189, -3.755, 0.610)  0.11
H (-3.515, -3.112, -1.043)  0.09
H (-0.589, -3.818, 0.458)  0.11
H (0.338, -5.993, -0.185)  0.11
H (0.866, -6.472, -2.556)  0.11
H (0.455, -4.747, -4.279)  0.11
H (-0.495, -2.580, -3.652)  0.10
H (-3.069, -2.648, -2.976)  0.10
H (-4.417, -1.673, -4.772)  0.11
H (-4.272, 0.745, -5.267)  0.11
H (-2.751, 2.185, -3.950)  0.11
H (-1.403, 1.211, -2.135)  0.06
C (2.967, 1.311, -4.072)  -0.03
C (1.906, 0.441, -4.258)  -0.02
C (1.142, 0.083, -3.162)  -0.10
N (1.384, 0.530, -1.929)  0.04
C (2.405, 1.378, -1.758)  -0.07
C (3.218, 1.790, -2.795)  -0.02
H (3.586, 1.614, -4.906)  0.12
H (1.661, 0.044, -5.232)  0.12
H (0.300, -0.582, -3.277)  0.08
H (2.561, 1.741, -0.752)  0.12
H (4.027, 2.478, -2.597)  0.12

Results
Gap between HOMO and LUMO (eV): 8.1
HOMO energy (eV): -10.906
2S+1: 1
Net charge: +1
Relative energy (zero: lowest compared OMol25 entry of this formula, charge and spin) (kJ/mol): 0.0
LUMO level (Ha): -0.1034
Electronic energy (eV): -54068.440